# 1
Formula: C5H9NO2S
Source: the OMol25 dataset
Level of theory: wB97M-V/def2-TZVPD

Each atom is followed by the atoms it is bonded to, with distances in Å.
Positions of all 18 atoms, in Å:
1 C -0.599 -2.093 -0.026  N2 1.426, H10 1.038, H11 1.085, H12 1.158
2 N -0.686 -0.803 -0.629  C1 1.426, C3 1.456, S7 1.677
3 C 0.575 -0.079 -0.560  N2 1.456, C4 1.443, C5 1.497, H13 1.094
4 C 0.987 0.485 0.703  C3 1.443, C5 1.543, H14 1.110, H15 1.063
5 C 0.485 1.410 -0.426  C3 1.497, C4 1.543, C6 1.527, H16 1.062
6 C -0.965 1.857 -0.261  C5 1.527, S7 1.852, H17 1.151, H18 1.020
7 S -1.786 0.236 0.094  N2 1.677, C6 1.852, O8 1.451, O9 1.433
8 O -1.899 -0.017 1.518  S7 1.451
9 O -2.990 0.246 -0.683  S7 1.433
10 H -1.423 -2.608 -0.392  C1 1.038
11 H 0.438 -2.389 -0.147  C1 1.085
12 H -0.802 -2.151 1.112  C1 1.158
13 H 1.190 -0.376 -1.415  C3 1.094
14 H 2.067 0.551 0.950  C4 1.110
15 H 0.324 0.362 1.524  C4 1.063
16 H 1.095 1.888 -1.152  C5 1.062
17 H -1.097 2.612 0.598  C6 1.151
18 H -1.360 2.124 -1.163  C6 1.020

Kohn-Sham gap = 10.56 eV
SMILES = CN1[C@@H]2C[C@@H]2CS1(=O)=O
E_tot = -21748.6399 eV

Here are the natural (NBO) charges for atoms 1 to 2, given in e:
1 C -0.435
2 N -0.635

# 2
Formula: C5H9NO3
Source: the OMol25 dataset
Level of theory: wB97M-V/def2-TZVPD

Each atom is followed by the atoms it is bonded to, with distances in Å.
Positions of all 18 atoms, in Å:
1 C -0.318 -0.276 1.628  C2 1.533, H10 1.094, H11 1.096, H12 1.097
2 C 0.443 -0.460 0.311  C1 1.533, C3 1.532, C4 1.542, N8 1.526
3 C -0.181 -1.555 -0.561  C2 1.532, H13 1.097, H14 1.094, H15 1.095
4 C 0.736 0.869 -0.413  C2 1.542, C5 1.567, H16 1.097, H17 1.096
5 C -0.573 1.685 -0.692  C4 1.567, O6 1.218, O7 1.340
6 O -0.628 2.902 -0.684  C5 1.218
7 O -1.649 0.976 -1.063  C5 1.340, H18 0.982
8 N 1.875 -0.854 0.662  C2 1.526, O9 1.237
9 O 2.652 -0.996 -0.289  N8 1.237
10 H -1.371 -0.037 1.449  C1 1.094
11 H 0.105 0.541 2.223  C1 1.096
12 H -0.266 -1.185 2.240  C1 1.097
13 H 0.003 -2.547 -0.132  C3 1.097
14 H -1.263 -1.429 -0.661  C3 1.094
15 H 0.240 -1.553 -1.572  C3 1.095
16 H 1.339 1.537 0.216  C4 1.097
17 H 1.188 0.731 -1.401  C4 1.096
18 H -2.333 1.651 -1.263  O7 0.982

Kohn-Sham gap = 8.90 eV
SMILES = CC(C)(CC(=O)O)N=O
E_tot = -12961.6025 eV

Here are the natural (NBO) charges for atoms 1 to 2, given in e:
1 C -0.628
2 C 0.012

# 3
Formula: C5H9NO3
Source: the OMol25 dataset
Level of theory: wB97M-V/def2-TZVPD

Each atom is followed by the atoms it is bonded to, with distances in Å.
Positions of all 18 atoms, in Å:
1 C -1.561 1.197 0.614  C2 1.511, H10 1.099, H11 1.098, H12 1.097
2 C -0.590 0.382 -0.209  C1 1.511, O3 1.399, C4 1.553, C6 1.567
3 O -0.446 1.012 -1.450  C2 1.399, H13 0.963
4 C -0.851 -1.148 -0.255  C2 1.553, N5 1.497, H14 1.094, H15 1.095
5 N 0.566 -1.416 0.146  C4 1.497, C6 1.502, H16 1.033, H17 1.079
6 C 0.756 0.028 0.513  C2 1.567, N5 1.502, C7 1.537, H18 1.094
7 C 2.042 0.538 -0.154  C6 1.537, O8 1.238, O9 1.261
8 O 2.375 1.706 0.089  C7 1.238
9 O 2.741 -0.392 -0.639  C7 1.261
10 H -1.161 2.210 0.759  C1 1.099
11 H -2.524 1.269 0.091  C1 1.098
12 H -1.719 0.739 1.598  C1 1.097
13 H -0.010 0.436 -2.086  O3 0.963
14 H -1.567 -1.526 0.479  C4 1.094
15 H -1.072 -1.548 -1.250  C4 1.095
16 H 1.120 -1.686 -0.684  N5 1.033
17 H 1.141 -2.003 0.844  N5 1.079
18 H 0.760 0.202 1.593  C6 1.094

Kohn-Sham gap = 8.52 eV
SMILES = C[C@]1(O)C[NH2+][C@H]1C(=O)[O-]
E_tot = -12961.5604 eV

Here are the natural (NBO) charges for atoms 1 to 2, given in e:
1 C -0.624
2 C 0.246

Question: What is the E_tot in the second record?
Answer: -12961.6025 eV

Copy entry 1 word for word.
Formula: C5H9NO2S
Source: the OMol25 dataset
Level of theory: wB97M-V/def2-TZVPD

Each atom is followed by the atoms it is bonded to, with distances in Å.
Positions of all 18 atoms, in Å:
1 C -0.599 -2.093 -0.026  N2 1.426, H10 1.038, H11 1.085, H12 1.158
2 N -0.686 -0.803 -0.629  C1 1.426, C3 1.456, S7 1.677
3 C 0.575 -0.079 -0.560  N2 1.456, C4 1.443, C5 1.497, H13 1.094
4 C 0.987 0.485 0.703  C3 1.443, C5 1.543, H14 1.110, H15 1.063
5 C 0.485 1.410 -0.426  C3 1.497, C4 1.543, C6 1.527, H16 1.062
6 C -0.965 1.857 -0.261  C5 1.527, S7 1.852, H17 1.151, H18 1.020
7 S -1.786 0.236 0.094  N2 1.677, C6 1.852, O8 1.451, O9 1.433
8 O -1.899 -0.017 1.518  S7 1.451
9 O -2.990 0.246 -0.683  S7 1.433
10 H -1.423 -2.608 -0.392  C1 1.038
11 H 0.438 -2.389 -0.147  C1 1.085
12 H -0.802 -2.151 1.112  C1 1.158
13 H 1.190 -0.376 -1.415  C3 1.094
14 H 2.067 0.551 0.950  C4 1.110
15 H 0.324 0.362 1.524  C4 1.063
16 H 1.095 1.888 -1.152  C5 1.062
17 H -1.097 2.612 0.598  C6 1.151
18 H -1.360 2.124 -1.163  C6 1.020

Kohn-Sham gap = 10.56 eV
SMILES = CN1[C@@H]2C[C@@H]2CS1(=O)=O
E_tot = -21748.6399 eV

Here are the natural (NBO) charges for atoms 1 to 2, given in e:
1 C -0.435
2 N -0.635

Question: Which formula does entry 3 have?
Answer: C5H9NO3

Question: Which value of E_tot does entry 2 give?
Answer: -12961.6025 eV